# 1
A molecular structure, C11H25N2O7S2. Source: the Open Molecules 2025 dataset; level of theory: ωB97M-V/def2-TZVPD.

Computed properties:
* frontier orbital gap: 8.287 eV
* calculated total energy: -50797.590 eV
* LUMO level: 2.76 eV
* relative energy (zero: lowest compared OMol25 entry of this formula, charge and spin): 13.0 kJ/mol

The geometry in ORCA input format:
```
! wB97M-V def2-TZVPD RIJCOSX def2/J DEFGRID3
* xyz -1 1
C -5.86435 6.61702 0.00342
C -5.42568 5.94697 -1.30078
C -5.25974 4.42173 -1.16115
C -3.80519 4.02718 -0.93866
C -3.58950 2.55010 -0.61923
C -2.15218 2.28588 -0.14241
C -1.70049 0.85043 -0.38691
S 0.08985 0.68940 -0.23017
O 0.60581 1.89518 0.37891
O 0.58337 0.42725 -1.56797
N 0.14848 -0.61015 0.71274
S 1.42734 -0.81400 1.63297
N 2.76431 -0.72414 0.62427
O 1.58576 0.17922 2.66518
O 1.40217 -2.18005 2.10330
H -6.94819 6.57122 0.11174
H -5.58580 7.67097 0.03256
H -5.41262 6.13836 0.87177
H -4.47559 6.38127 -1.61921
H -6.14873 6.18597 -2.08092
H -5.88068 4.07247 -0.33456
H -5.61668 3.94782 -2.07813
H -3.39135 4.61372 -0.11258
H -3.24100 4.27837 -1.83914
H -3.79242 1.93380 -1.49692
H -4.29749 2.26355 0.16279
H -2.05554 2.52185 0.91559
H -1.48706 2.96406 -0.68053
H -2.12759 0.18316 0.35738
H -1.94688 0.51168 -1.38880
H 3.52230 -1.10812 1.18127
H 2.97351 0.25572 0.45833
C 6.61072 -7.28019 1.01672
C 6.70605 -6.18665 -0.02636
O 5.43769 -5.89643 -0.61824
C 4.62242 -5.13592 0.13563
O 4.90843 -4.68547 1.21489
O 3.49086 -4.97661 -0.51899
C 2.47300 -4.21802 0.17969
H 6.15306 -8.17310 0.58844
H 7.60559 -7.53811 1.38253
H 6.00517 -6.95658 1.86147
H 7.33322 -6.50584 -0.85787
H 7.13130 -5.27492 0.39309
H 2.85053 -3.27397 0.53523
H 2.09541 -4.79821 1.01813
H 1.67839 -4.04787 -0.53853
*
```

=====

# 2
3 unconnected molecules or ions with the total composition C3H12N2O in a non-equilibrium geometry. Source: the Open Molecules 2025 dataset; level of theory: ωB97M-V/def2-TZVPD.

Computed properties:
* frontier orbital gap: 10.093 eV
* calculated total energy: -8331.140 eV
* LUMO level: 0.86 eV
* structure (SMILES): C=C.NCO.N
* relative energy (zero: lowest compared OMol25 entry of this formula, charge and spin): 210.5 kJ/mol

The geometry in ORCA input format:
```
! wB97M-V def2-TZVPD RIJCOSX def2/J DEFGRID3
* xyz 0 1
C 2.02977 -0.31417 -0.33110
C 1.79667 -1.43534 -0.99801
H 1.80050 -0.08996 0.71298
H 2.97122 0.23688 -0.44304
H 1.31849 -2.32985 -0.61626
H 2.02843 -1.50075 -2.05975
N -0.74383 0.08064 -2.91923
C -1.57498 0.76989 -1.97443
O -1.75998 -0.05214 -0.81675
H -0.22205 -0.61719 -2.42662
H -0.20104 0.75057 -3.44883
H -2.56151 1.05662 -2.36490
H -1.20510 1.73137 -1.57853
H -2.31948 -0.80753 -1.11306
N -0.18393 0.43229 5.24001
H 0.32958 1.29975 5.23506
H -0.39981 0.09129 4.30526
H -1.10294 0.69764 5.59721
*
```

=====

# 3
A molecular structure, C68H51AsCl4MnN5 in a non-equilibrium geometry. Source: the Open Molecules 2025 dataset; level of theory: ωB97M-V/def2-TZVPD.

Computed properties:
* frontier orbital gap (spin up / spin down): 4.604 / 4.669 eV
* calculated total energy: -221018.258 eV
* LUMO level (spin up / spin down): -9.26 / -9.89 eV
* ⟨S²⟩: 1.1703

The geometry in ORCA input format:
```
! wB97M-V def2-TZVPD RIJCOSX def2/J DEFGRID3
* xyz 3 2
Mn -0.12921 0.26831 -0.52284
Cl -5.36056 5.34049 -6.04535
C -4.59383 4.17123 -5.08780
C -3.51591 3.45387 -5.60616
C -2.89709 2.50976 -4.83199
C -3.33509 2.22670 -3.50519
C -4.40413 3.02137 -3.00024
C -5.02479 3.96188 -3.77661
C -2.61210 1.30688 -2.67641
C -1.51293 0.54763 -3.18465
C -1.48345 -0.13163 -4.43085
C -0.30668 -0.82083 -4.47697
C 0.42237 -0.47640 -3.30427
C 1.78604 -0.62559 -3.08326
C 2.65497 -1.33180 -4.04503
C 2.57862 -1.12559 -5.42655
C 3.39523 -1.82465 -6.29844
C 4.30946 -2.73886 -5.80064
Cl 5.30850 -3.61765 -6.87852
C 4.43365 -2.93697 -4.43453
C 3.61465 -2.23737 -3.56929
C 2.40670 0.02202 -1.97593
N 1.75535 0.54291 -0.89356
C 2.70817 1.21659 -0.15381
C 2.45454 1.87464 1.05638
C 3.46731 2.79541 1.63614
C 4.76709 2.38751 1.94346
C 5.70226 3.29913 2.40427
C 5.35535 4.63431 2.52822
Cl 6.53397 5.77134 3.04187
C 4.06779 5.05968 2.24704
C 3.11986 4.13853 1.82114
C 1.23477 1.72203 1.72648
C 1.01366 2.11448 3.06940
C -0.23744 1.68521 3.40712
C -0.78293 1.06591 2.25387
N 0.12569 1.07394 1.23651
C -2.15384 0.73026 2.10149
C -2.72102 0.65855 0.84123
C -4.11184 0.62762 0.54695
C -4.24550 0.94196 -0.77121
C -2.93179 1.08026 -1.29965
N -2.00778 0.83357 -0.34049
C -2.99802 0.64298 3.31934
C -4.17083 1.39165 3.46223
C -4.93762 1.30455 4.61497
C -4.53864 0.46757 5.64274
Cl -5.48698 0.35211 7.06549
C -3.36602 -0.26539 5.53879
C -2.60094 -0.16440 4.38993
C 3.95532 1.15284 -0.81448
C 3.77763 0.38325 -1.92729
N -0.39693 0.27658 -2.46695
H -3.16643 3.66169 -6.61153
H -2.04125 1.99777 -5.24442
H -4.73392 2.91498 -1.97908
H -5.83637 4.55890 -3.37601
H -2.28573 -0.14405 -5.16050
H 0.00883 -1.51505 -5.24472
H 1.92851 -0.35516 -5.82571
H 3.33531 -1.65359 -7.36623
H 5.17375 -3.63474 -4.05968
H 3.70073 -2.41525 -2.50110
H 5.03921 1.33758 1.86219
H 6.70388 2.97968 2.66965
H 3.81272 6.10780 2.35377
H 2.10926 4.47126 1.59794
H 1.72263 2.65138 3.68877
H -0.74844 1.82093 4.35487
H -4.90979 0.39825 1.24362
H -5.16642 0.99025 -1.34024
H -4.46129 2.09555 2.68850
H -5.84116 1.89692 4.72364
H -3.05699 -0.90089 6.36129
H -1.68809 -0.73317 4.31552
H 4.86741 1.63958 -0.48795
H 4.51888 0.13738 -2.67784
C -4.65889 -7.11846 4.09456
C -3.64660 -6.05756 3.79034
C -3.94830 -5.00253 2.92921
C -3.02759 -4.02273 2.63263
C -3.48303 -2.90576 1.71228
C -1.71585 -4.10641 3.20816
As -0.52260 -2.82202 2.61885
N -0.13772 -1.28221 -0.37575
C -0.08162 -2.59172 -0.80788
C -1.26631 -3.22325 -1.20902
C -1.18733 -4.47612 -1.78927
C 0.05745 -5.07580 -1.97872
C 1.22747 -4.44200 -1.55819
C 1.16574 -3.20568 -0.95213
C 1.17353 -3.61782 2.71415
C 1.51620 -4.88210 2.16793
C 0.56994 -5.79563 1.40446
C 2.84107 -5.29257 2.27380
C 3.82279 -4.51068 2.88359
C 5.24638 -4.99404 3.00513
C 3.46411 -3.24389 3.36988
C 2.17091 -2.77702 3.28194
C 1.82220 -1.39973 3.82258
C -1.43223 -5.12796 4.19427
C -0.20014 -5.17813 5.08441
C -2.39381 -6.07545 4.42705
H -5.49569 -7.09612 3.39905
H -5.05424 -6.96888 5.10510
H -4.20282 -8.10966 4.07877
H -4.93659 -4.95015 2.48088
H -4.02527 -3.31510 0.85533
H -2.68076 -2.28153 1.33518
H -4.18039 -2.25690 2.25532
H -2.21228 -2.70436 -1.09808
H -2.09282 -4.97898 -2.10998
H 0.11574 -6.04952 -2.45413
H 2.19072 -4.91479 -1.71605
H 2.05862 -2.69781 -0.60127
H -0.42114 -5.38361 1.25669
H 0.46359 -6.75819 1.91425
H 0.99060 -6.01066 0.42279
H 3.11654 -6.26168 1.85744
H 5.36998 -5.99968 2.60556
H 5.56151 -4.99656 4.05292
H 5.92690 -4.32163 2.47184
H 4.22462 -2.62041 3.83946
H 2.70685 -0.90096 4.21806
H 1.09194 -1.44467 4.63504
H 1.40710 -0.76199 3.03255
H 0.27981 -4.21539 5.20745
H 0.54875 -5.88024 4.70912
H -0.49304 -5.53262 6.07408
H -2.19252 -6.85141 5.16284
*
```

=====

# 4
A single C5H7NO molecule. Source: the Open Molecules 2025 dataset; level of theory: ωB97M-V/def2-TZVPD.

Computed properties:
* frontier orbital gap: 10.393 eV
* calculated total energy: -8833.430 eV
* LUMO level: 0.86 eV
* structure (SMILES): O=C[C@H]1[C@H]2CCN21
* relative energy (zero: lowest compared OMol25 entry of this formula, charge and spin): 267.5 kJ/mol

The geometry in ORCA input format:
```
! wB97M-V def2-TZVPD RIJCOSX def2/J DEFGRID3
* xyz 0 1
O 2.31107 1.07628 0.67180
C 1.13726 1.32700 0.54346
C 0.33375 0.91279 -0.65883
C 0.05312 -0.47584 -1.04835
C -0.08253 -1.40036 0.15008
C -1.14015 -0.39711 0.65949
N -1.05004 0.43870 -0.58395
H 0.60138 1.94220 1.29647
H 0.47800 1.61072 -1.48463
H 0.12782 -0.79668 -2.08432
H 0.81834 -1.56358 0.74923
H -0.52141 -2.36499 -0.11442
H -0.91511 0.14729 1.58398
H -2.14384 -0.81841 0.74385
*
```

=====

# 5
2 unconnected molecules or ions with the total composition C23H31Cl2N3O8S in a non-equilibrium geometry. Source: the Open Molecules 2025 dataset; level of theory: ωB97M-V/def2-TZVPD.

Computed properties:
* frontier orbital gap: 1.573 eV
* calculated total energy: -81066.360 eV
* LUMO level: 1.87 eV

The geometry in ORCA input format:
```
! wB97M-V def2-TZVPD RIJCOSX def2/J DEFGRID3
* xyz -2 1
C -0.94633 -5.97867 -1.17165
C 0.00450 -4.60397 -1.09927
C 1.23457 -4.96719 -0.08618
C 2.04956 -3.70192 0.54112
C 1.36296 -2.22436 0.30288
N 2.06387 -1.30547 -0.66193
C 1.36219 0.01791 -0.74396
C 2.04322 1.17775 -1.72176
C 3.43178 0.77539 -2.51176
C 4.67346 1.26042 -1.50607
O 4.63374 1.08988 -0.15516
O 5.87748 1.94759 -2.01615
C 1.44934 2.69471 -1.90848
C 2.15147 3.84956 -2.83808
C 2.61363 5.20295 -1.99696
C 3.39493 4.88114 -0.59206
C 0.07358 3.07872 -1.10536
O -0.48012 4.44199 -1.25733
C -0.62076 1.92778 -0.11709
C -2.01095 2.43221 0.65364
Cl -1.98149 2.16612 2.48775
C -3.28569 1.67130 -0.11257
C -4.52225 1.30333 0.90163
Cl -3.96047 2.88198 -1.39555
C 0.01688 0.39964 0.08119
N -0.69849 -0.50729 1.03863
C 0.02451 -1.82438 1.14064
C -0.63171 -2.91385 2.22471
C -0.48586 -2.37240 3.77528
C 1.10972 -2.45994 4.17077
N 2.19085 -1.58792 3.56521
O 1.49466 -3.38117 5.07664
H -1.33034 -6.14231 -0.05418
H -1.92088 -5.82093 -1.81368
H -0.33868 -6.94012 -1.44942
H 0.46145 -4.44724 -2.16744
H -0.71526 -3.75431 -0.74053
H 2.02703 -5.60895 -0.70659
H 0.90401 -5.69300 0.80341
H 2.19330 -3.87357 1.71349
H 3.14626 -3.67892 0.09372
H 3.52947 -0.39169 -2.66361
H 3.54889 1.27531 -3.57010
H 6.39001 2.28224 -1.20912
H 3.06491 3.40681 -3.44962
H 1.34149 4.20470 -3.62932
H 3.40435 5.74887 -2.70228
H 1.72343 5.94378 -1.82604
H 2.57494 4.58326 0.21706
H 3.89682 5.89049 -0.20704
H 4.23234 4.07557 -0.72246
H -0.63399 4.57871 -2.23998
H -2.22022 3.59321 0.48941
H -2.82678 0.71330 -0.63279
H -4.93549 2.32279 1.36497
H -5.39294 0.83896 0.22986
H -4.23267 0.51889 1.72678
H -0.26506 -4.01067 2.05839
H -1.79748 -2.91614 1.97667
H -1.12243 -3.12254 4.44962
H -0.86284 -1.26575 3.83020
H 2.75660 -2.09790 2.85209
H 2.82923 -1.27444 4.33727
O -7.49698 0.30169 -0.34374
S -8.61244 1.13801 0.13571
O -8.80601 2.27361 -0.78424
O -8.30168 1.64563 1.48445
O -9.84510 0.33078 0.18630
*
```

=====

# 6
2 unconnected molecules or ions with the total composition C19H21F4OSi in a non-equilibrium geometry. Source: the Open Molecules 2025 dataset; level of theory: ωB97M-V/def2-TZVPD.

Computed properties:
* frontier orbital gap: 5.173 eV
* calculated total energy: -40831.582 eV
* LUMO level: -6.69 eV
* relative energy (zero: lowest compared OMol25 entry of this formula, charge and spin): 104.1 kJ/mol

The geometry in ORCA input format:
```
! wB97M-V def2-TZVPD RIJCOSX def2/J DEFGRID3
* xyz 1 1
C -1.85664 -1.42126 2.00866
C -1.25992 -0.06396 1.74684
C -1.98848 1.07984 1.83194
O 0.03413 -0.07634 1.31975
Si 1.46903 0.41365 2.07612
C 2.65684 -1.03266 2.06109
C 2.14378 1.78313 1.01523
C 1.19741 0.96766 3.83807
H -2.86022 -1.30786 2.44047
H -1.95530 -1.99272 1.06981
H -1.22006 -1.99906 2.70094
H -1.60381 2.05048 1.52272
H -2.97243 0.96043 2.26628
H 3.59163 -0.72203 2.55171
H 2.26488 -1.90752 2.59665
H 2.89523 -1.33765 1.03314
H 3.05890 2.18500 1.47059
H 2.39043 1.40560 0.01454
H 1.42099 2.60040 0.90500
H 2.17499 1.25782 4.25036
H 0.52837 1.83543 3.90106
H 0.78989 0.16902 4.47207
F -6.08094 0.52364 5.41627
C -6.01141 0.51528 4.03926
C -6.44294 -0.63202 3.37154
C -6.36804 -0.60228 1.97507
F -6.87447 -1.67329 1.27452
C -5.82639 0.45436 1.27452
C -5.27560 1.56667 1.98644
C -4.45919 2.45586 1.24378
C -4.04289 3.76922 1.58369
C -3.87685 4.68846 0.50193
C -3.40600 5.96192 0.75127
F -3.22220 6.82231 -0.30800
C -3.10814 6.42662 2.03658
C -3.30537 5.52455 3.08232
F -3.05920 5.95743 4.36756
C -3.73890 4.21702 2.90097
C -5.52456 1.64257 3.39153
H -6.86596 -1.47793 3.90587
H -5.75720 0.44381 0.18602
H -4.27353 2.16381 0.20493
H -4.11699 4.35398 -0.50772
H -2.76128 7.44016 2.21444
H -3.77767 3.53947 3.75088
H -5.30254 2.54469 3.95574
*
```

=====

Copy entry 2 word for word.
3 unconnected molecules or ions with the total composition C3H12N2O in a non-equilibrium geometry. Source: the Open Molecules 2025 dataset; level of theory: ωB97M-V/def2-TZVPD.

Computed properties:
* frontier orbital gap: 10.093 eV
* calculated total energy: -8331.140 eV
* LUMO level: 0.86 eV
* structure (SMILES): C=C.NCO.N
* relative energy (zero: lowest compared OMol25 entry of this formula, charge and spin): 210.5 kJ/mol

The geometry in ORCA input format:
```
! wB97M-V def2-TZVPD RIJCOSX def2/J DEFGRID3
* xyz 0 1
C 2.02977 -0.31417 -0.33110
C 1.79667 -1.43534 -0.99801
H 1.80050 -0.08996 0.71298
H 2.97122 0.23688 -0.44304
H 1.31849 -2.32985 -0.61626
H 2.02843 -1.50075 -2.05975
N -0.74383 0.08064 -2.91923
C -1.57498 0.76989 -1.97443
O -1.75998 -0.05214 -0.81675
H -0.22205 -0.61719 -2.42662
H -0.20104 0.75057 -3.44883
H -2.56151 1.05662 -2.36490
H -1.20510 1.73137 -1.57853
H -2.31948 -0.80753 -1.11306
N -0.18393 0.43229 5.24001
H 0.32958 1.29975 5.23506
H -0.39981 0.09129 4.30526
H -1.10294 0.69764 5.59721
*
```